(1)
C48H80FN7O7P2 | wB97M-V/def2-TZVPD

Last column: Mulliken charge in e.
CARTESIAN COORDINATES (ANGSTROEM)
C -0.55003 -4.56775 8.71234  -1.403
C -0.23912 -5.64219 7.65607  1.450
F 0.51126 -6.62734 8.33619  -0.436
C -1.51684 -6.35046 7.16711  -1.739
C -1.79718 -6.22645 5.66803  1.480
C -1.83617 -7.41306 4.97063  -0.870
C -2.11954 -7.42971 3.64401  -0.913
C -2.36264 -6.21794 3.02938  0.643
C -2.29509 -5.01992 3.67409  0.251
C -2.53678 -3.74070 2.90803  -0.486
O -3.93925 -3.63068 2.65105  -0.414
C -4.29402 -2.33951 2.32241  0.238
C -4.73264 -2.07948 1.05293  -0.464
C -5.06395 -0.78457 0.71519  -0.445
C -4.94899 0.23461 1.62253  -0.559
C -4.53392 -0.03611 2.90239  -0.769
C -4.21392 -1.32498 3.24768  0.063
C -2.00736 -5.00441 5.03847  0.462
C -1.97289 -3.70974 5.81906  -1.030
C -0.72238 -2.82656 5.65675  -0.617
O 0.49553 -3.54679 5.45521  -0.261
C 1.53898 -2.79637 6.08234  -0.410
C 2.94726 -3.07599 5.53750  -0.873
O 3.42764 -2.03034 4.67735  -0.551
C 2.98461 -2.14725 3.37570  0.144
C 3.58515 -2.99311 2.48090  -0.916
C 3.13260 -3.10735 1.20118  -0.253
C 2.05910 -2.38493 0.73228  -0.601
C 1.56081 -2.58809 -0.72647  4.196
C 0.71730 -1.34990 -1.05850  -2.325
C 0.70463 -3.87155 -0.65806  -2.124
C 2.84138 -2.78394 -1.59503  -2.256
C 2.69201 -2.61729 -3.13335  2.603
C 1.43123 -3.25625 -3.72688  -2.108
C 2.89436 -1.16770 -3.62365  -1.993
C 3.89853 -3.39509 -3.76521  -1.751
C 1.46277 -1.52317 1.63274  -0.322
C 1.93032 -1.40719 2.91869  -0.616
C -2.69288 -6.54728 1.59483  0.021
O -3.05450 -5.85712 0.67707  -0.564
N -2.55705 -7.93436 1.47879  -0.050
C -2.22098 -8.57127 2.67013  0.229
O -2.07142 -9.75684 2.83133  -0.597
H -0.07909 -3.61612 8.46131  0.124
H -0.24144 -4.91179 9.69770  0.486
H -1.61636 -4.36114 8.80159  0.431
H 0.39281 -5.29155 6.84745  -0.222
H -2.41923 -6.01319 7.68264  0.359
H -1.42157 -7.40885 7.40508  0.535
H -1.64103 -8.34169 5.49324  0.509
H -2.02090 -3.72885 1.94541  0.341
H -2.13357 -2.90641 3.47766  0.188
H -4.81921 -2.85644 0.30604  0.505
H -5.39307 -0.59844 -0.29878  0.392
H -5.19513 1.23530 1.29290  0.402
H -4.42950 0.73600 3.65264  0.425
H -3.87756 -1.54911 4.25196  0.403
H -2.20283 -3.92947 6.85581  0.517
H -2.81328 -3.11957 5.44287  -0.061
H -0.80785 -2.09611 4.84260  0.364
H -0.62516 -2.23794 6.57758  0.700
H 1.51832 -2.92405 7.17109  0.241
H 1.35554 -1.73861 5.85964  0.608
H 3.04376 -4.06508 5.08639  0.301
H 3.60867 -3.04269 6.40620  0.354
H 4.42067 -3.58191 2.84437  0.504
H 3.65912 -3.81066 0.57304  0.338
H 1.10964 -0.41450 -0.66145  0.140
H -0.26032 -1.49348 -0.58092  0.525
H 0.51068 -1.20898 -2.11601  0.409
H 0.31216 -4.04689 0.33767  0.513
H 1.39820 -4.69925 -0.85018  0.386
H -0.04637 -3.91920 -1.44156  0.384
H 3.26917 -3.76346 -1.38591  0.352
H 3.57761 -2.04848 -1.25530  0.448
H 1.36868 -4.30375 -3.42717  0.336
H 1.49491 -3.14811 -4.81168  0.629
H 0.49875 -2.77466 -3.42945  0.281
H 3.80912 -0.71853 -3.24094  0.443
H 2.01326 -0.54176 -3.48972  0.342
H 3.03192 -1.25933 -4.70924  0.479
H 4.76979 -2.76045 -3.91702  0.372
H 3.55760 -3.73933 -4.74700  0.426
H 4.12685 -4.30711 -3.21224  0.401
H 0.61088 -0.91369 1.36629  0.474
H 1.45510 -0.73678 3.62777  0.448
H -2.24182 -8.32934 0.60589  0.290
O 2.93792 1.69290 -1.04105  -0.713
P 3.09066 3.05907 -0.41651  0.739
N 1.48262 3.60858 -0.73139  0.381
C 0.98814 4.90179 -1.14957  -1.135
C 0.42637 2.85045 -0.06928  -0.530
N 4.31168 3.60304 -1.53903  0.099
C 4.16085 4.64505 -2.55233  -1.093
C 5.15454 2.54292 -2.09503  -1.071
N 3.51942 4.31275 0.68570  0.061
C 3.13874 4.00317 2.06790  -1.095
C 3.62238 5.73700 0.50769  -0.844
H 0.59842 5.48826 -0.30227  0.259
H 0.16512 4.77229 -1.85869  0.395
H 1.71910 5.52181 -1.65778  0.317
H 0.36803 3.09142 1.00192  0.260
H 0.59261 1.77681 -0.16535  -0.220
H -0.54768 3.05912 -0.51606  0.403
H 3.12683 4.92952 -2.73786  0.302
H 4.54599 4.32401 -3.52263  0.429
H 4.74455 5.53501 -2.29026  0.276
H 4.66772 2.04537 -2.94271  0.311
H 5.38811 1.78344 -1.35157  0.280
H 6.10309 2.95747 -2.44462  0.462
H 2.11226 4.33072 2.28870  0.293
H 3.81635 4.48481 2.77687  0.350
H 3.20093 2.92745 2.25439  0.341
H 2.70097 6.24775 0.81278  0.351
H 3.85473 6.05046 -0.50385  0.205
H 4.43066 6.12584 1.13784  0.310
O -0.55441 6.39388 -4.77270  -0.760
P -1.56501 6.60267 -5.87429  0.832
N -2.92654 6.89366 -4.84724  0.205
C -4.30443 6.47229 -4.95955  -1.125
C -2.82355 8.07884 -4.00169  -1.060
N -1.42567 4.98669 -6.51840  0.131
C -2.44558 3.94184 -6.47780  -1.091
C -0.11735 4.35576 -6.32606  -1.136
N -2.29912 7.14196 -7.33679  0.058
C -2.15390 8.58721 -7.54271  -1.115
C -3.44315 6.65200 -8.05962  -0.833
H -4.94968 7.26418 -5.37097  0.347
H -4.69386 6.22015 -3.96834  0.358
H -4.45210 5.58875 -5.57225  0.339
H -2.98009 9.00059 -4.57926  0.276
H -1.84357 8.13912 -3.52721  0.235
H -3.56167 8.05453 -3.19785  0.369
H -3.26286 4.15414 -5.79070  0.290
H -2.03332 2.98732 -6.14351  0.429
H -2.84896 3.74737 -7.47812  0.293
H -0.02758 3.91145 -5.32774  0.336
H 0.69462 5.06950 -6.44769  0.301
H 0.03316 3.56429 -7.06376  0.443
H -2.97342 9.14849 -7.07098  0.295
H -2.13568 8.83000 -8.60766  0.354
H -1.20998 8.94460 -7.12244  0.356
H -4.35237 7.20628 -7.79667  0.346
H -3.64746 5.59631 -7.92071  0.215
H -3.28140 6.78940 -9.13477  0.307

* electronic energy: -3569.3606 Eh
* lowest unoccupied orbital energy: -0.16 eV
* SMILES: C[C@@H](F)Cc1cc2c(c(COc3ccccc3)c1CCOCCOc1ccc(C(C)(C)CC(C)(C)C)cc1)C(=O)NC2=O.CN(C)P(=O)(N(C)C)N(C)C.CN(C)P(=O)(N(C)C)N(C)C
* spin multiplicity: 1

(2)
C35H41N2O3PdSe3Te | wB97M-V/def2-TZVPD

Last column: Mulliken spin population.
CARTESIAN COORDINATES (ANGSTROEM)
Pd 0.58697 -0.11426 3.06727  0.253
O 2.20922 -4.77085 6.49283  0.000
C 0.93497 -4.44880 5.93566  -0.001
C 0.89368 -3.12646 5.15471  -0.004
C 1.08942 -1.99076 6.17848  0.000
O 1.83033 -0.90994 5.64349  0.008
C 2.01674 -3.14866 4.09856  0.003
Se 1.70007 -2.19429 2.40058  -0.013
C -0.48235 -3.09885 4.46278  0.006
Se -1.23634 -1.34073 4.04454  0.012
H 2.86507 -4.54926 5.82299  0.000
H 0.24127 -4.40317 6.78047  0.000
H 0.60268 -5.25736 5.27125  0.000
H 1.63026 -2.38295 7.04807  0.001
H 0.09696 -1.66518 6.50226  0.001
H 1.33793 -0.08709 5.74430  -0.005
H 2.16649 -4.18628 3.77737  0.001
H 2.94767 -2.77075 4.52453  0.000
H -1.22912 -3.58409 5.10098  0.001
H -0.41323 -3.66040 3.53116  0.001
C -3.28043 -3.54880 -6.42265  0.000
C -2.65215 -2.99609 -5.16961  -0.002
C -3.36825 -2.18922 -4.29923  0.003
C -2.79708 -1.66817 -3.13893  -0.008
C -3.65951 -0.81030 -2.25225  -0.001
C -1.45371 -1.93960 -2.82714  0.016
Te -0.50115 -1.12642 -1.02005  -0.011
N 0.64365 0.32297 0.79387  0.652
C 1.86106 0.69218 0.97264  -0.054
O 2.31848 0.94479 2.15426  0.064
C 2.77271 0.81884 -0.21391  0.036
C 3.15351 -0.30959 -0.93265  0.012
C 3.97474 -0.18623 -2.04466  -0.011
C 4.41821 1.06558 -2.45330  0.018
C 4.04978 2.19383 -1.73143  -0.008
C 3.23871 2.06772 -0.61227  0.005
C -0.96923 0.85756 -1.62020  0.003
C -0.43241 1.38918 -2.80001  0.010
C 0.52968 0.63249 -3.67671  -0.001
C -0.76823 2.69006 -3.17614  0.001
C -1.60058 3.48123 -2.40299  0.000
C -1.95628 4.88390 -2.82108  0.000
C -2.09213 2.94913 -1.21944  0.000
C -1.79012 1.65539 -0.80465  0.002
C -2.32681 1.19712 0.52113  -0.006
C -0.72996 -2.77196 -3.69937  -0.002
C 0.72235 -3.13128 -3.48208  0.002
C -1.33466 -3.28250 -4.84670  0.003
H -4.34348 -3.30797 -6.46582  0.000
H -3.17906 -4.63542 -6.47294  0.000
H -2.80870 -3.13655 -7.31830  0.000
H -4.40831 -1.96332 -4.51963  0.000
H -4.71710 -0.96866 -2.47301  0.000
H -3.43422 0.24940 -2.39063  0.000
H -3.47884 -1.03280 -1.20001  -0.001
H 2.80497 -1.28058 -0.60423  0.006
H 4.26498 -1.07221 -2.59797  -0.001
H 5.05012 1.16087 -3.32896  0.002
H 4.39402 3.17376 -2.04162  -0.001
H 2.95144 2.94175 -0.03955  0.003
H 1.26002 0.09044 -3.07339  0.001
H 1.06229 1.32283 -4.33384  0.001
H 0.01075 -0.10103 -4.29773  -0.001
H -0.34296 3.09727 -4.08921  0.000
H -1.34713 5.20742 -3.66646  0.000
H -1.80153 5.58916 -2.00231  0.000
H -3.00592 4.95411 -3.11907  0.000
H -2.72068 3.56251 -0.58027  0.000
H -3.21268 1.77209 0.79711  0.001
H -1.57187 1.33238 1.29903  0.000
H -2.57040 0.13499 0.52641  0.000
H 1.03660 -2.99908 -2.45036  0.002
H 1.36721 -2.49431 -4.09503  0.000
H 0.90586 -4.16735 -3.77501  0.000
H -0.75283 -3.92452 -5.50448  0.000
Se -0.50169 1.81994 4.24905  -0.001
C 0.01198 3.51950 3.57714  -0.001
C -0.37560 4.66537 4.28217  0.002
C -0.04054 5.91677 3.80108  0.000
N 0.64505 6.13444 2.67616  0.001
C 1.00805 5.03592 2.00819  0.000
C 0.72683 3.73749 2.39984  -0.002
H -0.93971 4.57216 5.20251  0.000
H -0.34313 6.80360 4.35328  0.000
H 1.56477 5.20403 1.08992  0.000
H 1.07256 2.89392 1.82123  0.005

* net charge: -2
* ⟨S²⟩: 0.765
* electronic energy: -9293.7795 Eh
* lowest unoccupied orbital energy (alpha / beta): 3.88 / 3.88 eV
* ΔE to the lowest compared entry with this formula, charge and spin: 0.0 kcal/mol
* spin multiplicity: 2

(3)
C5H3O7P | wB97M-V/def2-TZVPD

Last column: Mulliken charge in e.
CARTESIAN COORDINATES (ANGSTROEM)
C -0.39727 -2.50243 -0.17610  0.043
C -0.01137 -1.39360 -0.46612  -0.037
C -3.81747 0.50881 2.40831  0.784
C 0.41104 -0.06407 -0.69593  -0.025
C 0.27618 0.76343 0.35673  0.483
O -4.77834 -0.09536 2.33855  -0.340
O -1.95964 -1.55887 2.17501  -0.639
O -2.86085 1.13976 2.48966  -0.426
O -2.38147 -0.13262 -0.01719  -0.560
O -0.35332 0.29087 1.47809  -0.346
O 1.02611 0.24903 -1.86850  -0.527
O 0.69113 2.04428 0.38427  -0.509
P -1.63690 -0.61796 1.12712  0.996
H -0.64955 -3.50262 0.03351  0.431
H 1.25693 1.18541 -1.84883  0.322
H 0.41169 2.44085 1.21917  0.349

* electronic energy: -1060.3665 Eh
* lowest unoccupied orbital energy: 0.20 eV
* spin multiplicity: 1

Calculated max |F|, 7.7; 0.4; 1.9 eV/A (same order as the records).